ORCA calculation (ωB97M-V/def2-TZVPD) on a gas-phase ion, C3H3O3 (charge +1) in a non-equilibrium geometry.

Last column: Mulliken charge in e.
Geometry (Å):
1 C -0.199 -0.756 2.136  0.228
2 H 1.476 0.310 -1.459  0.321
3 H -1.068 -0.348 2.656  0.359
4 C 0.458 0.572 -1.236  0.085
5 O -0.106 0.965 -2.296  -0.315
6 O 0.859 -1.050 2.436  -0.187
7 O 0.043 -0.329 -0.431  0.097
8 C -0.619 -0.870 0.355  0.046
9 H -0.844 1.505 -2.161  0.366

Calculated values
Net charge = +1
Spin multiplicity = 1
Strongest force on any atom = 5.895 eV Å⁻¹
Relative energy (zero: lowest compared OMol25 entry of this formula, charge and spin) = 6.0884 eV

---

ORCA calculation (ωB97M-V/def2-TZVPD) on 9 unconnected molecules or ions with the total composition C35H63ClF6N11O7S2 in a non-equilibrium geometry.

Last column: Mulliken charge in e.
Geometry (Å):
1 H 5.211 -17.716 -6.593  0.413
2 H 13.923 -18.662 -10.090  0.317
3 H 10.446 -16.559 -14.265  0.361
4 C -2.766 -18.894 -9.484  0.499
5 H 6.304 -19.064 -16.069  0.543
6 O 6.380 -20.165 -11.452  -0.443
7 H 0.873 -14.083 -14.127  0.335
8 H 4.564 -14.610 -13.953  0.475
9 C -0.141 -20.474 -5.262  -1.168
10 N 3.968 -19.423 -13.603  1.281
11 F 5.113 -22.955 -9.823  -0.271
12 H 0.488 -21.809 -6.763  0.117
13 H 5.157 -15.035 -17.526  0.293
14 N 5.517 -15.119 -21.738  0.180
15 H 1.584 -21.877 -5.339  0.335
16 C 4.842 -15.794 -18.243  -1.024
17 Cl 3.079 -22.015 -17.277  -0.771
18 H 5.343 -14.666 -23.651  0.368
19 N 1.795 -23.741 -12.974  0.259
20 H 12.322 -18.883 -12.050  0.355
21 H 10.415 -15.100 -11.901  0.422
22 N 3.968 -19.291 -6.925  0.336
23 H 3.780 -15.888 -18.018  0.458
24 C 1.010 -24.322 -11.999  -0.298
25 H 7.895 -16.256 -22.629  0.351
26 N 2.028 -15.671 -13.253  -0.102
27 H 1.313 -13.938 -12.309  0.385
28 H -1.130 -22.174 -13.126  0.624
29 C 1.618 -14.147 -13.334  -0.867
30 H 5.410 -16.698 -18.024  0.365
31 H -0.959 -21.189 -5.186  0.374
32 F 4.232 -20.960 -9.815  -0.046
33 C 10.538 -17.435 -13.622  -0.944
34 H 5.592 -17.017 -20.745  0.409
35 H 3.638 -23.078 -11.409  0.293
36 H 0.828 -19.255 -7.916  0.802
37 S -1.856 -20.581 -9.869  0.870
38 C 5.314 -18.904 -15.641  -1.181
39 H 5.050 -17.851 -15.744  -0.042
40 C 3.630 -19.274 -12.279  -1.069
41 H 7.530 -16.069 -24.335  0.358
42 S 6.887 -20.851 -10.256  0.966
43 O -1.459 -20.423 -11.283  -0.535
44 O -2.863 -21.654 -9.621  -0.623
45 H 4.968 -15.672 -15.233  0.033
46 C 4.026 -22.995 -12.425  -0.365
47 C 5.398 -15.957 -20.675  -0.212
48 H 5.491 -20.564 -14.323  0.124
49 C 2.960 -18.717 -7.688  -0.908
50 C 1.057 -22.830 -13.680  -0.862
51 N -0.218 -23.630 -11.932  0.244
52 C 11.982 -15.917 -10.558  -0.420
53 O 2.466 -16.477 -15.352  -0.709
54 H 5.066 -23.320 -12.437  0.535
55 H 1.162 -20.546 -10.676  0.227
56 H 2.303 -15.820 -12.293  0.364
57 H 7.884 -14.724 -23.322  0.343
58 H 2.388 -13.426 -13.609  0.272
59 F -2.986 -18.882 -8.187  -0.230
60 H 2.762 -19.889 -15.292  0.249
61 C 3.200 -24.026 -13.206  -1.053
62 C 13.386 -17.809 -9.676  -0.862
63 C 11.075 -15.905 -11.614  -0.324
64 H 8.348 -17.400 -13.277  0.317
65 H 1.151 -16.156 -13.373  0.360
66 N 2.258 -19.421 -12.061  0.677
67 H -0.956 -23.630 -9.962  0.333
68 O 7.483 -19.914 -9.311  -0.681
69 H -0.509 -19.569 -5.746  0.318
70 H 3.789 -22.004 -12.811  -0.169
71 C 4.491 -15.655 -14.253  -0.836
72 H 3.436 -24.067 -14.270  0.413
73 C 12.073 -17.875 -11.752  -0.093
74 H 12.270 -15.253 -9.756  0.441
75 C 5.194 -13.846 -21.283  -0.474
76 C 7.328 -15.661 -23.345  -1.110
77 N 11.182 -17.057 -12.404  0.243
78 C 1.590 -19.549 -10.783  0.001
79 H 3.864 -20.878 -5.526  0.461
80 C 2.781 -19.639 -14.241  -0.550
81 C 9.153 -18.113 -13.455  -0.727
82 C 3.007 -16.061 -14.371  0.353
83 F -3.914 -18.869 -10.169  -0.197
84 H 9.009 -18.708 -14.357  0.371
85 H 0.639 -19.731 -13.350  0.821
86 H 14.148 -17.104 -9.342  0.353
87 C 4.986 -13.901 -19.879  -0.176
88 C -1.268 -23.864 -10.980  -1.032
89 H 5.787 -19.196 -5.883  0.319
90 H 1.391 -25.087 -11.339  0.396
91 C 5.280 -18.791 -6.759  -0.882
92 C 5.301 -19.492 -14.263  -0.507
93 H 2.344 -19.442 -10.003  -0.672
94 H 3.114 -17.840 -8.300  0.562
95 H -1.435 -24.940 -11.025  0.446
96 H 3.469 -24.930 -12.660  0.354
97 H 6.030 -18.999 -13.621  0.488
98 O -0.706 -20.634 -8.976  -0.456
99 C 3.361 -20.366 -6.333  -0.351
100 H 5.375 -16.385 -23.300  0.339
101 C 1.000 -21.231 -5.994  -0.125
102 H 9.161 -18.863 -12.664  0.301
103 N 12.501 -17.248 -10.620  0.146
104 H 0.765 -18.838 -10.741  0.431
105 H 4.893 -13.146 -19.112  0.406
106 C 5.865 -15.435 -23.083  -0.543
107 F -2.078 -17.771 -9.696  -0.234
108 C 1.701 -19.545 -13.295  -0.973
109 H 0.035 -20.152 -4.236  0.378
110 H 12.857 -18.067 -8.758  0.347
111 C 1.803 -19.416 -7.480  -0.544
112 H 5.282 -12.963 -21.899  0.399
113 H 5.019 -16.376 -13.628  -0.032
114 H 11.190 -18.155 -14.116  0.393
115 N 1.986 -20.367 -6.553  0.219
116 H 6.000 -19.029 -7.542  0.335
117 C -0.209 -22.720 -12.981  -0.349
118 O 7.787 -21.973 -10.504  -0.684
119 F 5.389 -21.765 -8.087  -0.211
120 H 1.548 -22.329 -14.501  0.710
121 C 5.302 -21.724 -9.408  0.398
122 H 4.383 -19.067 -11.533  0.555
123 N 5.052 -15.214 -19.538  0.246
124 H 4.675 -19.443 -16.340  0.394
125 H -2.227 -23.413 -11.233  0.376

Calculated values
Net charge = +2
<S²> = 0.75
Spin multiplicity = 2
Strongest force on any atom = 5.638 eV Å⁻¹
Relative energy (zero: lowest compared OMol25 entry of this formula, charge and spin) = 0.3236 eV

---

ORCA calculation (ωB97M-V/def2-TZVPD) on 14 unconnected molecules or ions with the total composition H27O13S in a non-equilibrium geometry.

Last column: Mulliken charge in e.
Geometry (Å):
1 H -0.784 0.438 3.920  0.342
2 O -2.134 0.728 -3.722  -0.614
3 H -1.233 -0.525 2.829  0.305
4 H -3.868 0.480 0.362  0.339
5 H -2.007 -0.193 -3.951  0.289
6 H 1.971 1.799 -1.942  0.338
7 H 0.024 2.384 0.675  0.103
8 H -2.460 -0.018 0.577  0.130
9 H 1.856 -1.418 -1.907  0.315
10 O 2.003 1.545 -2.893  -0.646
11 H -0.177 -3.428 0.098  0.346
12 H -1.655 2.071 3.388  0.325
13 O -1.148 2.515 2.705  -0.565
14 O 1.243 0.337 2.921  -0.581
15 H 3.764 0.860 -0.492  0.267
16 H -1.187 3.404 -1.940  0.287
17 O -3.386 -0.338 0.585  -0.740
18 H -0.231 -1.147 -2.237  0.296
19 H 1.166 1.034 2.288  0.193
20 O -1.375 3.713 -1.059  -0.610
21 H 2.204 0.609 -2.869  0.317
22 H -1.282 1.164 -3.682  0.320
23 H 2.359 -2.627 -1.262  0.318
24 H -1.709 2.924 2.051  0.285
25 O -1.592 0.030 3.585  -0.655
26 O 2.723 -1.786 -1.641  -0.582
27 H -3.053 -2.713 -1.511  0.238
28 O 3.108 0.902 0.193  -0.570
29 O 3.319 -1.501 2.287  -0.665
30 S -0.395 1.236 0.105  -0.675
31 H 3.515 -1.033 1.468  0.346
32 H 2.498 -1.117 2.607  0.356
33 O 0.432 -3.692 0.861  -0.652
34 H 2.222 0.539 0.131  0.178
35 O -2.410 -2.123 -1.133  -0.574
36 H -1.743 3.008 -0.547  0.269
37 H -0.492 -2.557 -2.684  0.259
38 H -2.713 -1.401 -0.536  0.458
39 H 0.642 -2.827 1.223  0.308
40 O 0.253 -1.970 -2.526  -0.672
41 H 1.734 0.693 3.672  0.276

Calculated values
Net charge = -1
Spin multiplicity = 1
Strongest force on any atom = 2.479 eV Å⁻¹
Relative energy (zero: lowest compared OMol25 entry of this formula, charge and spin) = 0.8409 eV